a | Density functional theory data (ωB97M-V/def2-TZVPD) for a cluster of 2 separate species, C2H5O3S in total.

- Kohn-Sham gap (eV) = 7.247
- charge = -1

Last column: Mulliken charge in e.
Positions of all 11 atoms, in Å:
C: -1.32349 -0.57728 0.40387  -1.21
C: -0.27970 0.42052 -0.04576  -0.02
O: 1.67849 -1.47011 -0.29813  -0.57
O: 2.17101 1.08581 -0.01986  -0.45
O: -0.45073 1.61390 0.18504  -0.65
S: 1.44824 -0.27222 0.58926  0.40
H: -1.11861 -1.40251 -0.19073  0.36
H: -1.38884 -0.74141 1.41620  0.36
H: -2.38226 -0.22672 0.10344  0.28
H: 0.22055 -0.04793 -1.67912  0.13
H: 1.42533 1.61795 -0.46421  0.38

---

b | Density functional theory data (ωB97M-V/def2-TZVPD) for a cluster of 2 separate species, C2H5O3S in total.

- Kohn-Sham gap (spin up / spin down) (eV) = 7.383 / 8.195
- charge = -1

Last column: Mulliken charge in e.
Positions of all 11 atoms, in Å:
C: 0.19407 -0.51822 -0.03425  -0.37
C: -0.31131 0.86710 -0.13590  -0.92
O: -3.82883 0.93866 -0.82691  -0.58
O: -2.85762 -1.38898 -0.49107  -0.58
O: -3.84944 -0.04167 1.43745  -0.59
S: -3.19704 -0.05193 0.09413  0.79
H: -0.70587 -1.26798 -0.16792  0.15
H: 1.04212 -0.74183 -0.81258  0.21
H: 0.59838 -0.74353 1.11270  0.17
H: -0.95204 1.08567 -0.96342  0.48
H: -0.03589 1.61434 0.64071  0.24

---

It turns out b is the most stable, with the second structure 32.1 kJ/mol higher.

---

a | Density functional theory data (ωB97M-V/def2-TZVPD) for the molecule C2H6N2OS.

- Kohn-Sham gap (eV) = 10.034
- charge = 0
- SMILES string = SCCn1[nH]o1

Last column: Mulliken charge in e.
Positions of all 12 atoms, in Å:
C: 0.66775 -0.16522 0.03064  -0.61
C: -0.51718 0.68340 -0.96784  -0.67
N: -0.54564 -1.21025 1.63813  -0.28
N: 0.09061 -1.37092 0.34272  -0.11
O: 0.63677 -1.84894 1.56248  -0.20
S: 0.47571 1.88613 -1.86725  -0.23
H: 0.75927 0.35677 0.95316  0.53
H: 1.44147 -0.33696 -0.64898  0.47
H: -0.99312 0.02379 -1.64020  0.38
H: -1.31462 0.93467 -0.16982  0.33
H: -1.41756 -1.79954 1.71643  0.25
H: 0.71654 2.84706 -0.94947  0.13

---

b | Density functional theory data (ωB97M-V/def2-TZVPD) for the molecule C2H6N2OS.

- Kohn-Sham gap (spin up / spin down) (eV) = 8.129 / 8.128
- charge = 0

Last column: Mulliken charge in e.
Positions of all 12 atoms, in Å:
C: -1.03465 -0.60498 -0.18526  -0.39
C: -0.30694 0.56463 -0.97862  -0.38
N: 1.15074 1.19168 0.93016  -0.74
N: -0.03412 -0.96812 0.82997  -0.40
O: 1.06039 -1.32553 0.05258  -0.25
S: 1.45822 0.11846 -0.85320  0.18
H: -1.97227 -0.40666 0.42076  0.31
H: -1.30228 -1.55574 -0.67411  0.22
H: -0.63793 0.63859 -2.06506  0.38
H: -0.45840 1.57795 -0.45445  0.32
H: 1.90773 0.94034 1.55634  0.22
H: 0.16951 -0.17063 1.42088  0.52

---

c | Density functional theory data (ωB97M-V/def2-TZVPD) for the molecule C2H6N2OS.

- Kohn-Sham gap (eV) = 8.819
- charge = 0
- SMILES string = C/C(=N/S)NO

Last column: Mulliken charge in e.
Positions of all 12 atoms, in Å:
C: 0.85893 -0.66385 -1.41928  -0.87
C: -0.13909 -0.28792 -0.23874  0.67
H: 1.95966 -0.27790 -1.04769  0.22
H: 0.95647 -1.85116 -1.82600  0.25
H: 1.01493 0.03991 -2.42925  0.29
H: 0.90188 -1.08979 1.34268  0.32
H: -0.53860 0.31694 2.63744  0.35
H: -2.51529 1.75457 -0.25469  0.14
N: -0.01466 -0.72772 1.01667  -0.32
N: -0.86822 0.73747 -0.45411  -0.43
O: 0.02667 0.42614 1.93543  -0.50
S: -1.64269 1.62333 0.73755  -0.13

---

It turns out c is the most stable, with the second structure 98.6 kJ/mol higher.

---

a | Density functional theory data (ωB97M-V/def2-TZVPD) for the molecule C2H6N2OS.

- Kohn-Sham gap (eV) = 9.405
- charge = 0
- SMILES string = C/C(=N/O)NS

Last column: Mulliken charge in e.
Positions of all 12 atoms, in Å:
C: 1.12517 0.51539 -1.30280  -1.04
C: 0.31993 0.01871 -0.12123  0.62
H: 1.89351 1.16540 -0.90334  0.31
H: 0.53472 0.81058 -2.18251  0.31
H: 1.69671 -0.33544 -1.57236  0.35
H: -0.63239 1.88616 -0.06546  0.34
H: -2.07599 -0.09007 2.02202  0.14
H: -0.16344 -2.61466 1.45782  0.32
N: -0.50561 0.99628 0.57240  -0.45
N: 0.46744 -1.23166 0.10596  -0.38
O: -0.41018 -1.61712 1.14152  -0.40
S: -2.24987 0.49643 0.84799  -0.12

---

b | Density functional theory data (ωB97M-V/def2-TZVPD) for the molecule C2H6N2OS.

- Kohn-Sham gap (eV) = 9.580
- charge = 0
- SMILES string = [H]/N=C(/NO)SC

Last column: Mulliken charge in e.
Positions of all 12 atoms, in Å:
C: 1.72457 -1.74244 -0.30344  -0.94
C: -0.37169 0.05442 0.04559  0.68
H: 1.28533 -1.99633 0.66681  0.35
H: 1.19071 -2.35427 -1.04640  0.29
H: 2.75555 -1.78778 -0.32294  0.33
H: -0.85979 -1.82927 -0.30685  0.25
H: -0.45308 2.00981 -0.23266  0.25
H: -2.28224 0.57093 1.19006  0.34
N: -1.16103 -0.92659 0.19243  -0.77
N: -0.75015 1.32221 0.42808  -0.23
O: -2.04808 1.45838 0.90412  -0.42
S: 1.25057 0.06741 -0.62360  -0.12

---

It turns out b is the most stable, with the second structure 74.8 kJ/mol higher.